# 1
DFT (wB97M-V/def2-TZVPD) results for a molecular structure, C19H27FMnNP.

CARTESIAN COORDINATES (ANGSTROEM)
C (-2.3018, 0.6092, -2.9213)
C (-1.8438, -0.5701, -2.3281)
C (-0.9946, -0.5767, -1.2110)
C (-0.6085, 0.6712, -0.6880)
C (-0.9499, 1.8453, -1.3822)
C (-1.8342, 1.8358, -2.4566)
C (-0.8343, -1.9168, -0.5388)
C (0.3337, -2.9625, -0.8220)
N (1.6411, -2.6039, -1.2299)
Mn (-0.1890, 1.3108, 1.2855)
C (-0.3137, 3.1708, -0.9973)
P (1.1149, 2.7407, 0.0964)
H (-2.1966, -1.5211, -2.7146)
H (-2.1140, 2.7866, -2.9180)
H (-2.9898, 0.5736, -3.7478)
H (-0.9712, 3.8694, -0.4518)
H (0.0664, 3.7077, -1.8807)
H (-0.8833, -1.8099, 0.5569)
H (-1.7238, -2.4986, -0.8281)
H (0.4393, -3.5285, 0.1180)
C (1.7667, 4.2922, 0.7701)
C (2.2841, 2.1566, -1.1608)
H (-0.0436, -3.6909, -1.5629)
C (1.8660, -1.7709, -2.3836)
C (2.6917, -2.6214, -0.2417)
H (0.1278, 2.0655, 2.8483)
H (2.2721, -2.3494, -3.2284)
H (0.9314, -1.2920, -2.6989)
H (2.6126, -0.9946, -2.1336)
H (3.4288, -3.4154, -0.4454)
H (3.2381, -1.6641, -0.2479)
H (2.2633, -2.7899, 0.7578)
H (2.6474, 2.9821, -1.7822)
H (3.1249, 1.7132, -0.6155)
H (1.8350, 1.3950, -1.8064)
H (1.8572, 5.0497, -0.0210)
H (1.1094, 4.6650, 1.5688)
H (2.7584, 4.0752, 1.1915)
H (0.6589, 1.4912, 2.7664)
F (-3.0466, -3.0396, 4.3581)
C (-2.3849, -2.1122, 3.5997)
C (-3.1336, -1.1435, 2.9353)
C (-2.4472, -0.1512, 2.2248)
C (-1.0532, -0.1211, 2.2550)
C (-0.3208, -1.1313, 2.8901)
C (-0.9919, -2.1506, 3.5860)
H (-4.2228, -1.1366, 2.9860)
H (-3.0049, 0.5964, 1.6583)
H (0.7662, -1.1309, 2.8571)
H (-0.4374, -2.9094, 4.1340)

Results
**2S+1**: 6
**<S²>**: 8.766
**Gap between HOMO and LUMO (alpha / beta)**: 0.199 / 0.245 hartree


# 2
DFT (wB97M-V/def2-TZVPD) results for a molecular structure, B2CsH8.

CARTESIAN COORDINATES (ANGSTROEM)
Cs (-24.9078, -23.1946, 11.9786)
B (-21.8394, -24.5692, 11.2185)
H (-22.8072, -24.5567, 10.7416)
H (-21.4137, -23.5782, 11.2467)
H (-21.8775, -25.1005, 12.1569)
H (-21.1052, -25.0790, 10.6141)
B (-23.6226, -20.5177, 13.0798)
H (-24.2875, -20.4336, 12.2341)
H (-23.2211, -19.5955, 13.4704)
H (-24.2275, -20.8361, 13.9146)
H (-22.7799, -21.1767, 12.9391)

Results
**ΔE to the lowest compared entry with this formula, charge and spin**: 0.0 kcal/mol
**2S+1**: 2
**<S²>**: 0.755
**Gap between HOMO and LUMO (alpha / beta)**: 0.311 / 0.119 hartree


| no. | F_max (eV/Å) |
| --- | --- |
| 1 | 3.53 |
| 2 | 5.24 |